38
Properties=species:S:1:pos:R:3:forces:R:3 method="wB97M-V/def2-TZVPD" max_force_ev_per_a=1.61 lumo_energy_ha=0.0267 orbital_gap_ha=0.3118 relative_energy_kcal_mol=19.6 total_energy_ev=-21938.2408 smiles=Cc1c[nH]c2ccccc12.Cc1c[nH]c2ccccc12
C 4.24498 -3.58681 -0.73996 -0.726 -0.682 0.649
C 3.31171 -2.47562 -0.36508 0.615 0.295 -0.252
C 2.94714 -1.43749 -1.14910 -1.205 -0.637 0.153
N 2.01454 -0.62177 -0.49936 1.081 0.356 0.174
C 1.94334 -1.04761 0.84226 -0.569 -0.316 -1.473
C 1.08762 -0.60158 1.84461 0.761 -0.258 0.963
C 1.08634 -1.35480 3.01196 -0.341 -0.023 -0.148
C 1.81205 -2.54224 3.11246 0.210 -0.377 0.041
C 2.60352 -3.00554 2.08030 0.363 0.522 -0.005
C 2.67640 -2.25279 0.90180 -0.256 0.099 0.953
H 3.79050 -4.25809 -1.47263 0.219 0.275 -0.360
H 4.37469 -4.25274 0.11872 0.264 0.222 0.063
H 5.21789 -3.22338 -1.05233 0.034 -0.062 -0.182
H 2.96730 -1.37044 -2.21492 0.664 0.277 -0.453
H 2.11757 0.34963 -0.76068 -0.442 0.101 0.295
H 0.51867 0.31242 1.80075 -0.065 0.031 -0.183
H 0.48018 -1.06954 3.86287 -0.050 0.167 -0.115
H 1.74884 -3.13686 4.01584 0.020 0.143 0.068
H 3.25057 -3.85585 2.22863 -0.178 -0.354 -0.092
C -0.74978 3.03140 1.06827 -0.256 0.362 -0.460
C -1.28447 2.17013 -0.02903 0.089 -0.572 -0.296
C -0.66933 1.09309 -0.61157 -0.317 0.363 1.207
N -1.49433 0.52144 -1.53987 -0.091 -0.266 -0.898
C -2.63887 1.27087 -1.66481 0.534 0.122 0.232
C -3.71383 1.16483 -2.54111 -0.623 0.010 -0.374
C -4.77512 2.02937 -2.36799 0.352 0.232 0.724
C -4.77805 2.95346 -1.29428 -0.314 -0.918 -0.433
C -3.69511 3.05723 -0.45325 -0.113 0.804 -0.272
C -2.54477 2.29089 -0.69924 -0.800 0.130 0.417
H -1.53241 3.36983 1.74448 -0.112 -0.190 0.123
H -0.35551 3.93890 0.61620 0.270 0.198 0.119
H 0.03613 2.55628 1.64549 0.105 -0.089 0.032
H 0.21730 0.61864 -0.23978 -0.099 -0.095 -0.491
H -1.31117 -0.30508 -2.08131 0.219 0.086 0.079
H -3.78151 0.44029 -3.34442 0.302 -0.128 0.120
H -5.64271 1.98163 -3.00492 -0.057 -0.108 -0.176
H -5.71968 3.45277 -1.10714 0.224 0.401 0.108
H -3.76063 3.79515 0.33815 0.289 -0.120 0.143